1.
Density functional theory data (ωB97M-V/def2-TZVPD) for one molecule with the formula C4H3ClO at a distorted geometry.

Geometry as XYZ:
```
9
Properties=species:S:1:pos:R:3:forces:R:3
O -1.2826 0.8850 -2.7115 0.135 -0.613 1.419
C -0.8910 0.2838 -1.7878 0.571 0.094 -0.921
C -0.2641 -0.4789 -0.8982 -0.846 -2.808 -1.391
C 0.2627 -0.3437 0.4111 0.703 1.434 0.917
C 0.3752 0.6014 1.3290 -0.393 0.002 0.351
Cl 1.2735 0.3408 2.8065 -0.138 -0.014 -0.354
H -0.1654 -1.6404 -1.1479 -0.682 2.823 -0.375
H 0.8308 -1.1750 0.6557 0.915 -1.716 0.487
H -0.1391 1.5270 1.3432 -0.265 0.799 -0.133
```
Positions in Å, forces in eV/Å.

Summary:
- E_tot (eV) = -18764.290
- F_max (eV/A) = 3.25
- energy relative to the best compared isomer or geometry (same formula, charge and spin) (kJ/mol) = 131.0

2.
Density functional theory data (ωB97M-V/def2-TZVPD) for a 8-piece molecular cluster, C17H53N9O8 overall at a distorted geometry.

Geometry as XYZ:
```
87
Properties=species:S:1:pos:R:3:forces:R:3
C -2.7033 3.1419 1.1318 -1.374 0.681 1.143
O -3.4944 4.1419 0.4671 1.208 -1.124 -0.631
C -2.6682 5.1969 0.0306 -1.378 1.442 -0.092
C -3.5632 6.1041 -0.8207 -0.701 1.622 -0.071
C -4.7315 6.7875 -0.0994 -0.952 -1.217 2.143
N -4.0889 5.3993 -1.9907 -0.632 -0.351 -0.032
H -3.3409 2.2759 1.3050 0.053 -0.157 -0.453
H -2.5587 3.5496 2.1374 0.725 -0.163 0.082
H -1.7604 2.8702 0.6625 -0.061 0.156 -0.261
H -2.3571 5.7830 0.9038 0.335 -0.030 0.007
H -1.7925 4.9261 -0.5640 -0.043 -0.531 0.082
H -3.0359 7.0092 -1.1441 0.863 -0.596 -0.358
H -5.4715 6.0368 0.2127 -0.157 -0.171 -0.623
H -5.2686 7.5612 -0.6448 0.338 -0.028 -0.347
H -4.5486 7.1593 0.9171 0.775 0.496 -0.304
H -4.7301 4.6962 -1.6167 0.607 -0.512 0.095
H -4.8148 5.9884 -2.3970 0.515 0.419 -0.383
C 4.2572 -3.0544 4.2802 -1.289 0.091 -0.019
O 4.5475 -2.9820 2.9046 -0.020 -0.449 -0.312
C 3.8772 -4.0121 2.1680 0.328 0.396 0.158
C 4.5213 -4.1108 0.7891 1.238 0.014 0.077
C 4.8848 -2.7460 0.1538 0.230 -0.910 -0.397
N 3.8010 -4.9731 -0.1524 -0.930 0.857 0.424
H 3.1683 -3.1204 4.4163 -0.092 0.087 -0.006
H 4.5460 -2.1220 4.7586 0.441 -0.154 -0.010
H 4.6352 -3.9482 4.7850 0.546 0.099 -0.126
H 4.0054 -4.9415 2.7310 -0.082 -0.270 -0.174
H 2.8027 -3.8134 2.0990 -0.106 0.193 -0.035
H 5.4831 -4.6172 0.9413 0.150 0.268 0.389
H 4.8112 -2.8445 -0.9332 -0.449 0.165 -0.019
H 5.9578 -2.6024 0.2765 -0.134 0.466 0.478
H 4.3116 -1.8945 0.5086 0.017 -0.022 0.017
H 4.3352 -4.9327 -1.0090 -0.097 -0.578 -0.089
H 3.7584 -5.9057 0.2376 0.116 -0.179 -0.426
C 0.8496 1.5760 0.1405 0.444 -0.719 0.875
O 0.2168 0.7684 1.1289 -0.225 0.016 0.403
C -0.7039 -0.2028 0.7447 -1.173 -0.736 -0.140
C -1.1958 -0.9990 1.9613 0.258 -0.618 0.529
C -0.0642 -1.4442 2.8574 0.071 0.773 0.180
N -1.9837 -2.1652 1.5918 -1.023 0.113 -0.871
H 1.5263 0.9735 -0.4740 -0.230 -0.047 -0.318
H 1.4980 2.1753 0.7787 -0.094 0.593 -0.472
H 0.1622 2.1431 -0.4837 0.002 0.047 0.063
H -1.6658 0.1984 0.4008 0.360 0.408 -0.788
H -0.3123 -0.8989 -0.0097 0.162 0.079 -0.124
H -1.8846 -0.3203 2.4754 0.216 -0.043 0.321
H 0.4743 -0.5300 3.1187 0.553 -0.449 0.162
H 0.5249 -2.1797 2.3048 0.370 0.225 0.063
H -0.4213 -1.9291 3.7671 -0.117 0.066 0.010
H -1.6138 -2.7627 0.8675 0.371 0.316 -0.009
H -2.2382 -2.7307 2.3864 0.063 0.099 0.121
N -4.0086 -1.5032 -1.3426 0.448 -0.011 -0.046
C -3.6103 -1.1385 -2.5977 -1.507 1.138 -1.182
N -2.5934 -1.8455 -3.1292 1.478 -1.244 1.128
O -4.1977 -0.2525 -3.2187 0.184 -0.425 0.283
H -4.9044 -1.1555 -1.0586 0.100 0.089 0.189
H -3.5575 -2.2470 -0.8413 -0.133 0.006 0.145
H -2.0518 -2.3992 -2.4770 -0.355 -0.099 -0.369
H -2.3143 -1.9153 -4.0852 -0.401 0.764 -0.206
N 0.0245 4.1789 -2.8982 0.096 1.437 0.511
C 0.7211 3.0298 -3.0758 0.034 -0.672 -0.606
N -0.1157 1.9587 -3.0883 0.094 -1.328 -0.443
O 1.9393 2.9519 -3.2198 -0.666 0.197 0.395
H 0.5248 5.0362 -2.7430 0.068 -0.076 -0.193
H -0.9529 4.2444 -3.1148 -0.057 -0.052 0.059
H -1.1139 2.0206 -2.9869 0.013 0.426 0.014
H 0.1998 1.0808 -3.5097 0.084 0.689 0.490
N 1.5022 -1.9642 -2.3355 0.803 0.366 0.652
C 1.0146 -1.6445 -3.5634 -2.032 0.550 0.866
N 0.6494 -2.7777 -4.2445 0.222 -0.524 -0.449
O 0.6721 -0.5042 -3.8385 0.791 -1.283 -0.807
H 1.5883 -2.9039 -1.9985 0.304 -0.100 -0.020
H 1.6015 -1.2204 -1.6630 0.121 0.003 -0.155
H 0.1688 -2.7596 -5.1273 0.271 0.422 -0.066
H 1.2013 -3.5965 -4.0585 -0.052 -0.162 -0.219
C 2.3982 1.9564 3.9153 0.771 0.538 -0.466
O 2.2704 3.3733 4.0100 -0.601 0.078 -0.005
H 2.1574 1.4575 4.8549 0.022 -0.053 -0.015
H 1.7676 1.5932 3.1049 -0.255 0.068 0.176
H 3.4290 1.7672 3.6045 -0.011 -0.567 0.216
H 3.0988 3.7523 4.3069 0.044 -0.092 0.067
C -0.6315 -4.6369 -0.5397 1.113 -0.542 0.331
O -1.0269 -3.4561 -1.2230 -0.063 -0.452 0.245
H -0.7729 -5.5837 -1.0662 -0.706 0.222 -0.308
H 0.4421 -4.6819 -0.3178 0.115 0.549 -0.042
H -1.0999 -4.6829 0.4409 -0.382 0.040 -0.182
H -0.3631 -3.2107 -1.8771 0.053 -0.032 0.077
```
Positions in Å, forces in eV/Å.

Summary:
- E_tot (eV) = -48278.600
- F_max (eV/A) = 2.64
- energy relative to the best compared isomer or geometry (same formula, charge and spin) (kJ/mol) = 121.5

3.
Density functional theory data (ωB97M-V/def2-TZVPD) for a 2-piece molecular cluster, C2H3NO overall at a distorted geometry.

Geometry as XYZ:
```
7
Properties=species:S:1:pos:R:3:forces:R:3
C 1.9846 -0.0892 0.3107 0.788 -0.116 -2.909
C -1.5472 0.1794 -0.8339 -0.336 0.138 -1.332
N 2.3826 -0.1597 -0.7713 -0.197 0.016 1.350
O -1.3240 0.0762 0.4320 -0.787 -2.942 0.221
H -1.0186 0.8349 0.8926 0.388 1.715 -0.081
H 1.4670 0.0139 1.1944 -0.508 0.049 1.563
H -1.9444 -0.8555 -1.2246 0.652 1.140 1.188
```
Positions in Å, forces in eV/Å.

Summary:
- E_tot (eV) = -5655.865
- F_max (eV/A) = 3.05
- energy relative to the best compared isomer or geometry (same formula, charge and spin) (kJ/mol) = 389.8

4.
Density functional theory data (ωB97M-V/def2-TZVPD) for a 2-piece molecular cluster, C4H11NO overall at a distorted geometry.

Geometry as XYZ:
```
17
Properties=species:S:1:pos:R:3:forces:R:3
C 2.4050 -0.0467 -0.1407 0.352 -0.831 0.935
C 1.4442 -0.2179 0.9187 -3.607 0.110 -1.143
N 0.0916 0.2563 0.6097 1.180 -0.587 -2.422
C -0.2280 -0.2184 -0.8224 1.256 2.599 -0.355
C -1.6003 0.2002 -1.2939 -0.642 0.178 0.742
H 2.8332 0.9309 -0.3256 -0.801 0.165 -0.872
H 3.0136 -0.8918 -0.4235 0.386 -0.080 -0.103
H 1.3163 -1.1295 1.4846 1.108 -0.245 0.415
H -0.9121 0.2290 1.1455 -0.680 -0.037 1.567
H 0.0680 -1.2543 -0.8864 -0.431 -0.911 0.056
H 0.4970 0.3146 -1.4541 -0.456 -0.207 -0.076
H -1.7924 0.1764 -2.3675 0.479 -0.279 -0.003
H -1.7977 1.2253 -0.9549 0.265 -0.118 -0.130
H -2.3618 -0.3639 -0.7778 -0.312 -0.302 0.071
H 2.0038 0.6344 1.3207 0.333 0.524 1.970
H -2.6129 0.0693 2.4501 0.344 -0.012 -0.084
O -2.3673 0.0860 1.5175 1.226 0.034 -0.568
```
Positions in Å, forces in eV/Å.

Summary:
- E_tot (eV) = -7856.625
- F_max (eV/A) = 3.79
- energy relative to the best compared isomer or geometry (same formula, charge and spin) (kJ/mol) = 765.0